A structure of composition C5H8O, computed with ωB97M-V with the def2-TZVPD basis set.

Properties
E_tot: -270.3763 Ha
LUMO level: 0.0307 Ha
Relative energy (zero: lowest compared OMol25 entry of this formula, charge and spin): 113.9 kcal per mole
Net charge: 0

Atoms and positions in Å:
C 0.410 -1.401 -0.608
C -0.619 -0.610 -0.054
C -0.886 0.547 -0.786
C -0.152 1.505 -0.068
O -0.107 1.228 1.270
C -0.456 -0.169 1.388
H 1.304 -0.272 -0.594
H 0.379 -1.622 -1.677
H 0.880 -2.186 -0.011
H -0.920 0.566 -1.870
H -0.003 2.558 -0.290
H 1.185 0.799 -0.587
H -1.371 -0.248 1.983
H 0.356 -0.694 1.903

Atoms 1-6, force components in eV/Å:
C -0.14 -0.16 0.01
C 0.24 0.01 -0.03
C 0.28 0.06 -0.05
C -0.22 0.19 -0.13
O 0.10 0.03 -0.02
C -0.07 -0.25 0.13

Atom charges from the Mulliken analysis, given in e for atoms 1 to 4:
1 C -0.794
2 C 0.195
3 C -0.401
4 C -0.262


A cluster of 4 separate species, C51H38FO10S in total in a non-equilibrium geometry, computed with ωB97M-V with the def2-TZVPD basis set.

Properties
E_tot: -3216.2025 Ha
LUMO level: -0.1771 Ha
Net charge: +1

Atoms and positions in Å:
C -2.003 1.953 -1.895
C -0.555 1.421 -2.459
C 0.300 0.503 -1.397
O 1.655 0.502 -1.537
O -0.258 -0.353 -0.339
C 0.007 0.183 1.010
C -0.528 1.725 1.167
S -0.528 2.344 2.973
C -1.100 4.149 2.833
C -1.175 4.933 4.272
O -2.341 4.922 4.940
C -1.857 1.486 3.977
C -3.252 1.177 3.114
O -4.136 2.208 3.087
F -3.521 -0.086 2.384
H -1.759 2.892 -1.201
H -2.401 1.111 -1.155
H -2.796 2.196 -2.722
H -0.737 0.877 -3.490
H 0.092 2.398 -2.679
H 1.125 0.017 1.379
H -0.656 -0.473 1.755
H 0.065 2.510 0.529
H -1.683 1.710 0.866
H -2.195 4.106 2.371
H -0.385 4.660 2.043
H -0.238 5.536 4.684
H -1.501 0.425 4.369
H -2.171 2.219 4.847
C 4.294 -1.734 -1.410
C 3.430 -1.705 -0.316
C 3.925 -1.419 0.958
C 5.292 -1.172 1.139
C 6.159 -1.225 0.049
C 5.658 -1.495 -1.231
C 7.609 -1.016 0.237
O 8.372 -1.059 -0.721
C 8.128 -0.763 1.596
C 9.507 -0.620 1.796
C 10.005 -0.367 3.076
C 9.130 -0.247 4.155
C 7.756 -0.394 3.959
C 7.255 -0.662 2.678
C 5.804 -0.852 2.487
O 5.034 -0.751 3.435
H 3.907 -1.948 -2.404
H 2.370 -1.903 -0.453
H 3.244 -1.393 1.806
H 6.327 -1.525 -2.089
H 10.198 -0.709 0.959
H 11.077 -0.262 3.231
H 9.517 -0.043 5.151
H 7.078 -0.304 4.806
C -5.297 0.536 5.864
C -5.608 -0.026 7.102
C -6.804 -0.726 7.269
C -7.698 -0.854 6.199
C -7.397 -0.270 4.968
C -6.188 0.417 4.797
C -8.355 -0.356 3.847
O -8.090 0.153 2.765
C -9.638 -1.057 4.050
C -10.580 -1.096 3.014
C -11.791 -1.767 3.193
C -12.061 -2.408 4.402
C -11.127 -2.366 5.439
C -9.918 -1.681 5.265
C -8.952 -1.611 6.380
O -9.191 -2.170 7.444
H -4.360 1.074 5.731
H -4.919 0.078 7.937
H -7.039 -1.167 8.237
H -5.941 0.863 3.836
H -10.375 -0.601 2.065
H -12.523 -1.792 2.389
H -13.001 -2.938 4.540
H -11.347 -2.865 6.381
C 3.423 0.569 -4.289
C 2.710 -0.628 -4.214
C 2.491 -1.383 -5.368
C 2.975 -0.934 -6.602
C 3.666 0.275 -6.681
C 3.901 1.022 -5.519
C 4.138 0.783 -7.985
O 4.748 1.842 -8.054
C 3.857 0.000 -9.205
C 4.248 0.498 -10.455
C 3.998 -0.243 -11.612
C 3.366 -1.483 -11.524
C 2.971 -1.979 -10.281
C 3.208 -1.231 -9.120
C 2.754 -1.748 -7.814
O 2.194 -2.836 -7.736
H 3.602 1.153 -3.389
H 2.327 -0.975 -3.257
H 1.938 -2.318 -5.301
H 4.451 1.960 -5.571
H 4.744 1.464 -10.532
H 4.297 0.148 -12.582
H 3.178 -2.063 -12.425
H 2.474 -2.946 -10.221

Atoms 1-6, force components in eV/Å:
C 0.71 -0.58 1.53
C -0.73 0.80 -0.06
C 7.41 0.00 -1.26
O -9.01 0.15 1.32
O 0.60 3.22 -0.42
C 0.06 -0.81 1.84

Atom charges from the Mulliken analysis, given in e for atoms 1 to 4:
1 C -0.658
2 C -0.373
3 C 0.427
4 O -0.457


A structure of composition C3H3I2NO in a non-equilibrium geometry, computed with ωB97M-V with the def2-TZVPD basis set.

Properties
E_tot: -841.3660 Ha
LUMO level: -0.0458 Ha
Relative energy (zero: lowest compared OMol25 entry of this formula, charge and spin): 70.9 kcal per mole
Net charge: 0

Atoms and positions in Å:
C -1.055 0.428 1.976
C -0.604 -0.604 -0.437
C -0.676 1.127 0.744
N -1.308 0.028 3.047
O -1.822 -0.537 -1.067
I -2.097 2.337 -0.201
I -3.273 -1.377 0.005
H -0.512 -1.452 0.193
H 0.180 -0.262 -1.054
H 0.272 1.746 0.725

Atoms 1-6, force components in eV/Å:
C 0.09 1.47 1.68
C -1.87 3.65 1.02
C 0.90 -2.73 -0.91
N 0.40 0.22 -2.10
O 0.55 -0.75 -0.12
I -0.23 0.10 0.23

Atom charges from the Mulliken analysis, given in e for atoms 1 to 4:
1 C 0.141
2 C -0.427
3 C -0.456
4 N -0.414


A cluster of 2 separate species, C5H15NO in total in a non-equilibrium geometry, computed with ωB97M-V with the def2-TZVPD basis set.

Properties
E_tot: -329.4100 Ha
LUMO level: 0.0271 Ha
Relative energy (zero: lowest compared OMol25 entry of this formula, charge and spin): 61.3 kcal per mole
Net charge: 0

Atoms and positions in Å:
C 1.501 1.666 -0.132
C 0.344 0.956 0.597
C 0.472 -0.659 0.257
C -0.987 -0.903 0.002
C 1.041 -1.554 1.505
N 0.530 1.276 2.051
H 1.606 1.346 -1.140
H 1.266 2.690 -0.191
H 2.440 1.653 0.449
H -0.588 1.390 0.212
H 0.980 -1.010 -0.800
H -1.491 -0.229 -0.740
H -1.541 -0.756 1.007
H -0.955 -1.940 -0.293
H 2.029 -1.966 1.297
H 1.142 -0.985 2.557
H 0.353 -2.386 1.730
H 0.921 2.099 2.216
H -0.290 1.262 2.531
H -3.041 -0.116 -3.742
H -2.930 -0.834 -5.141
O -2.800 -0.999 -4.232

Atoms 1-6, force components in eV/Å:
C -0.18 0.02 1.23
C 3.51 -0.34 0.32
C 0.17 1.06 0.31
C -1.25 -0.78 1.50
C -0.58 1.65 0.84
N -0.10 -4.60 -3.19

Atom charges from the Mulliken analysis, given in e for atoms 1 to 4:
1 C -1.761
2 C 0.456
3 C 0.526
4 C -1.561


The molecule C15H14N2O2, computed with ωB97M-V with the def2-TZVPD basis set.

Properties
E_tot: -840.0332 Ha
LUMO level: -0.0004 Ha
Relative energy (zero: lowest compared OMol25 entry of this formula, charge and spin): 0.0 kcal per mole
Net charge: 0

Atoms and positions in Å:
C 4.054 2.449 -0.524
C 2.697 1.798 -0.458
O 1.677 2.413 -0.673
C 2.660 0.351 -0.111
C 1.478 -0.333 -0.390
C 1.335 -1.679 -0.064
C 2.426 -2.346 0.501
C 3.602 -1.671 0.767
C 3.726 -0.323 0.478
H 4.643 0.190 0.715
H 4.430 -2.203 1.211
H 2.340 -3.398 0.731
N 0.175 -2.400 -0.317
C -1.162 -2.027 -0.378
O -1.974 -2.824 -0.793
N -1.430 -0.782 0.102
C -2.650 -0.097 0.110
C -3.829 -0.639 -0.390
C -4.994 0.106 -0.352
C -5.001 1.384 0.178
C -3.826 1.925 0.673
C -2.656 1.192 0.640
H -1.738 1.619 1.020
H -3.819 2.923 1.085
H -5.916 1.958 0.204
H -5.906 -0.322 -0.742
H -3.825 -1.634 -0.802
H -0.665 -0.277 0.528
H 0.295 -3.396 -0.446
H 0.700 0.209 -0.906
H 3.954 3.447 -0.944
H 4.467 2.533 0.480
H 4.734 1.857 -1.132

Atoms 1-6, force components in eV/Å:
C -0.17 0.23 -0.12
C 0.22 0.27 -0.01
O 0.04 -0.03 -0.02
C -0.25 -0.57 0.19
C 0.09 -0.01 -0.04
C 0.31 0.37 0.08

Atom charges from the Mulliken analysis, given in e for atoms 1 to 4:
1 C -1.448
2 C 0.765
3 O -0.576
4 C 0.154


A cluster of 2 separate species, CH4O3 in total in a non-equilibrium geometry, computed with ωB97M-V with the def2-TZVPD basis set.

Properties
E_tot: -265.8847 Ha
LUMO level (alpha / beta): 0.0310 / -0.0762 Ha
Spin multiplicity: 3
Relative energy (zero: lowest compared OMol25 entry of this formula, charge and spin): 84.0 kcal per mole
Net charge: 0

Atoms and positions in Å:
C -0.508 -0.306 -0.346
O -1.601 -0.519 0.390
O 1.878 0.016 -0.002
O 0.637 -0.567 0.412
H -0.464 -0.720 -1.307
H -0.352 1.381 -0.673
H -1.384 -0.265 1.364
H 1.794 0.981 0.163

Atoms 1-6, force components in eV/Å:
C 1.88 -2.75 1.89
O 0.18 1.00 2.26
O 0.08 0.87 -0.75
O -1.21 0.06 0.74
H -0.36 -0.44 -1.63
H 0.13 2.51 -0.22

Atom charges from the Mulliken analysis, given in e for atoms 1 to 4:
1 C -0.210
2 O -0.390
3 O -0.337
4 O -0.174


A structure of composition C30H36BrIrN6OS in a non-equilibrium geometry, computed with ωB97M-V with the def2-TZVPD basis set.

Properties
E_tot: -4644.9994 Ha
LUMO level (alpha / beta): 0.0849 / 0.0432 Ha
Spin multiplicity: 6
Relative energy (zero: lowest compared OMol25 entry of this formula, charge and spin): 14.3 kcal per mole
Net charge: -1

Atoms and positions in Å:
Ir 0.024 0.383 0.426
Br 1.337 -5.902 -6.559
C 2.155 -5.818 -4.841
C 2.672 -4.612 -4.389
C 3.265 -4.553 -3.146
C 3.344 -5.702 -2.325
C 2.817 -6.912 -2.823
C 2.221 -6.968 -4.063
N 3.882 -5.716 -1.079
N 4.379 -4.656 -0.537
C 3.812 -3.524 -0.143
C 4.659 -2.440 0.204
C 4.164 -1.191 0.473
C 2.779 -0.903 0.410
O 2.319 0.277 0.583
C 1.887 -2.012 0.175
N 0.554 -1.740 0.208
C -0.298 -2.751 0.197
C 0.108 -4.082 0.106
C 1.446 -4.368 -0.021
C 2.379 -3.324 -0.011
H 2.612 -3.729 -5.011
H 3.678 -3.618 -2.791
H 2.867 -7.788 -2.189
H 1.805 -7.895 -4.434
H 5.725 -2.626 0.203
H 4.832 -0.374 0.713
H -1.347 -2.486 0.278
H -0.634 -4.867 0.129
H 1.779 -5.394 -0.092
C -3.906 3.224 2.328
C -3.959 2.495 1.022
C -5.115 2.049 0.464
C -5.008 1.347 -0.785
N -3.893 0.904 -1.249
C -2.714 1.063 -0.451
S -2.522 -0.377 0.768
N -2.802 2.267 0.368
C -6.241 1.146 -1.621
H -4.707 3.957 2.412
H -2.939 3.705 2.471
H -4.033 2.486 3.123
H -6.073 2.226 0.933
H -1.917 2.449 0.837
H -7.078 0.824 -0.997
H -6.053 0.402 -2.393
H -6.516 2.091 -2.095
C 1.014 3.695 -0.556
C 0.686 3.341 0.908
C 2.010 3.224 1.688
C -0.150 4.478 1.520
N -0.052 2.117 0.986
H 1.661 4.574 -0.592
H 0.100 3.911 -1.110
H 1.519 2.848 -1.021
H 2.604 4.133 1.565
H 2.570 2.369 1.316
H 1.807 3.072 2.750
H 0.409 5.416 1.501
H -0.395 4.239 2.557
H -1.075 4.615 0.956
C -1.796 -1.165 -2.440
C -1.218 0.253 -2.498
C -1.946 1.025 -3.617
C 0.264 0.171 -2.884
C -1.354 1.050 -1.178
H -1.805 -1.599 -3.446
H -2.813 -1.145 -2.062
H -1.192 -1.805 -1.800
H -1.834 0.492 -4.567
H -1.521 2.026 -3.733
H -2.999 1.109 -3.371
H 0.375 -0.387 -3.818
H 0.847 -0.332 -2.109
H 0.681 1.172 -3.026
H -1.106 2.088 -1.418

Atoms 1-6, force components in eV/Å:
Ir -1.12 1.16 -0.51
Br 0.06 0.00 0.14
C -0.06 0.02 -0.12
C -0.06 -0.09 -0.12
C 0.13 -0.08 0.29
C 0.03 0.37 -0.90

Atom charges from the Mulliken analysis, given in e for atoms 1 to 4:
1 Ir 1.057
2 Br -0.219
3 C 0.192
4 C -0.688


A structure of composition C17H17N2Sm in a non-equilibrium geometry, computed with ωB97M-V with the def2-TZVPD basis set.

Properties
E_tot: -1424.8939 Ha
LUMO level (alpha / beta): -0.2932 / -0.2675 Ha
Spin multiplicity: 6
Relative energy (zero: lowest compared OMol25 entry of this formula, charge and spin): 0.0 kcal per mole
Net charge: +2

Atoms and positions in Å:
C -0.490 -3.402 2.046
C -1.582 -3.186 1.287
H -0.288 -2.867 2.978
H 0.276 -4.134 1.775
H -1.768 -3.724 0.349
H -2.363 -2.465 1.556
Sm 0.471 -0.927 -0.378
C 2.291 -2.495 -0.940
C 1.063 -3.249 -0.894
C 0.904 -1.757 -2.655
C 2.182 -1.568 -2.029
H 0.809 -4.001 -0.162
H -0.803 -3.151 -2.182
H 0.552 -1.232 -3.544
C 0.201 -2.784 -1.945
H 2.958 -0.883 -2.375
H 3.156 -2.620 -0.283
C -1.765 0.929 3.355
C -1.795 2.301 3.078
C -1.232 2.787 1.900
C -0.632 1.889 1.002
N -0.603 0.547 1.291
C -1.169 0.073 2.432
C -0.023 2.332 -0.283
C 0.012 3.672 -0.690
C 0.579 4.001 -1.919
C 1.109 3.001 -2.740
C 1.061 1.685 -2.302
N 0.507 1.366 -1.102
H -2.193 0.509 4.264
H -2.259 2.996 3.769
H -1.249 3.845 1.646
H -1.129 -1.016 2.556
H -0.409 4.426 -0.030
H 0.606 5.042 -2.232
H 1.556 3.206 -3.711
H 1.460 0.856 -2.890

Atoms 1-6, force components in eV/Å:
C -0.13 0.30 -0.45
C 0.46 0.26 -0.10
H -0.27 -0.25 -0.20
H -0.42 0.13 0.16
H 0.14 -0.01 0.49
H 0.27 -0.34 0.08

Atom charges from the Mulliken analysis, given in e for atoms 1 to 4:
1 C -0.555
2 C -0.653
3 H 0.310
4 H 0.394